ORCA calculation (ωB97M-V/def2-TZVPD) on a cluster of 15 separate species, C12H54O15 in total in a non-equilibrium geometry.

Calculated values
LUMO energy, eV: -0.2
Gap between HOMO and LUMO, eV: 9.4
Charge: 0

Geometry as XYZ:
```
81
Properties=species:S:1:pos:R:3:forces:R:3
O 5.241 0.944 1.279 -0.1 0.2 -0.3
H 5.069 0.872 0.320 0.2 -0.2 0.5
H 4.879 1.799 1.534 0.0 -0.1 0.0
O 5.089 0.996 -1.553 0.0 0.3 -0.2
H 5.106 1.958 -1.509 0.0 0.0 -0.1
H 5.519 0.783 -2.389 0.0 -0.1 0.1
O -2.730 -2.104 -2.847 -0.2 -0.2 0.1
H -3.061 -1.527 -2.149 0.2 0.0 0.0
H -2.992 -1.673 -3.666 0.1 -0.1 0.0
O 0.966 3.027 -2.691 0.1 0.5 0.2
H 1.502 3.625 -2.132 -0.3 -0.3 -0.2
H 0.196 2.810 -2.150 0.2 -0.3 0.1
O -0.037 -3.548 1.469 -0.3 0.0 0.3
H -0.590 -4.052 0.856 0.2 0.1 -0.2
H -0.657 -3.184 2.117 0.1 0.0 0.0
O 2.128 0.707 -3.749 0.4 0.3 0.2
H 1.933 1.506 -3.216 -0.2 -0.3 -0.4
H 3.070 0.556 -3.627 -0.1 -0.1 0.1
O -2.803 1.326 2.218 -0.1 -0.2 0.3
H -2.102 1.432 1.569 0.0 0.1 -0.1
H -2.347 1.249 3.062 -0.1 0.0 0.0
O 0.312 -2.284 -3.844 0.0 -0.3 -0.2
H -0.541 -2.557 -3.486 0.0 0.2 0.1
H 0.809 -3.104 -3.946 -0.1 0.1 0.1
O -1.040 0.377 -3.685 -0.2 0.2 0.0
H -1.897 0.132 -4.042 0.0 0.1 -0.1
H -1.234 1.045 -3.015 0.2 -0.2 0.1
O 2.660 4.626 -1.149 0.3 0.3 0.2
H 3.568 4.712 -1.457 -0.1 0.0 -0.1
H 2.668 4.947 -0.233 -0.1 -0.5 0.0
O 2.197 4.875 1.756 0.3 0.2 -0.2
H 1.287 4.586 1.866 0.0 -0.1 -0.1
H 2.131 5.822 1.582 -0.1 0.0 0.3
C 0.639 -0.848 -0.733 -0.1 -0.7 -0.3
C 0.376 0.413 0.031 0.5 1.2 0.2
C 1.661 1.199 0.380 0.3 -0.4 -0.3
O -0.509 1.296 -0.677 -0.7 0.0 -0.7
H 1.220 -0.763 -1.653 0.0 0.6 0.1
H -0.284 -1.326 -1.066 -0.1 0.0 0.3
H 1.181 -1.536 -0.081 -0.2 -0.1 0.0
H -0.136 0.202 0.981 0.1 -0.4 0.0
H 1.446 2.267 0.371 -0.1 0.1 0.6
H 2.481 1.119 -0.341 -0.4 -0.4 -0.4
H 2.103 0.810 1.302 -0.2 0.4 0.2
H -0.890 1.937 -0.054 0.5 -0.2 -0.2
C -0.791 5.690 0.925 -0.7 0.1 -0.5
C -1.748 4.532 1.208 0.1 0.7 0.6
C -2.859 4.344 0.211 -0.3 -0.4 -0.8
O -0.999 3.300 1.177 0.0 0.2 0.6
H -1.390 6.563 0.654 0.2 -0.1 -0.4
H -0.141 5.347 0.120 0.1 0.5 -0.2
H -0.208 6.063 1.768 0.0 -0.5 0.3
H -2.222 4.746 2.173 0.2 -0.6 0.2
H -3.373 5.245 -0.121 0.3 0.2 0.2
H -3.628 3.683 0.611 0.1 -0.1 0.1
H -2.456 3.861 -0.685 0.0 0.1 0.0
H -0.540 3.155 2.012 -0.1 0.1 0.0
C -3.211 -5.494 -1.633 0.7 -2.1 0.6
C -1.691 -5.675 -1.799 -0.8 0.2 -0.6
C -1.404 -6.050 -3.259 0.3 1.2 0.2
O -1.006 -4.483 -1.380 -0.3 -0.7 -0.5
H -3.528 -6.543 -1.710 -0.6 0.2 -0.2
H -3.717 -4.924 -2.405 0.2 0.4 0.1
H -3.459 -5.239 -0.603 -0.1 0.6 -0.2
H -1.363 -6.533 -1.212 0.1 0.4 0.5
H -0.330 -6.187 -3.389 -0.1 -0.4 -0.1
H -1.682 -5.194 -3.885 0.0 0.0 -0.1
H -2.004 -6.892 -3.594 0.2 -0.2 0.1
H -1.478 -3.823 -1.907 0.3 0.5 0.3
C 0.240 -3.345 5.206 0.3 0.2 -0.5
C -0.174 -1.919 4.901 -0.2 0.2 -0.6
C 0.818 -1.129 4.050 0.4 -0.3 -0.1
O -1.404 -2.079 4.176 -0.3 -0.2 0.0
H 0.474 -3.823 4.252 0.0 -0.1 0.1
H -0.599 -3.882 5.642 0.1 0.0 0.3
H 1.136 -3.379 5.824 -0.1 -0.1 0.2
H -0.342 -1.360 5.829 -0.2 0.0 0.0
H 1.599 -0.697 4.678 -0.1 0.2 0.0
H 0.312 -0.354 3.470 0.0 0.3 0.3
H 1.333 -1.730 3.296 -0.2 -0.3 0.1
H -1.749 -1.244 3.846 0.2 0.1 0.1
```
Positions in Å, forces in eV/Å.

These are the Mulliken partial charges, in e, on atoms 1 to 4: -0.624, 0.360, 0.294, -0.685